1.
The following is a DFT calculation (ωB97M-V/def2-TZVPD) of a molecular structure, C50H61IrN2O2SeTe in a non-equilibrium geometry.

Its gap between HOMO and LUMO (spin up / spin down) is 0.226 / 0.195 Ha. The value obtained for the maximum force is 6.194 eV Å⁻¹. Its energy above the lowest of the compared OMol25 structures with the same formula, charge and spin is 0.0 kcal per mole. The expectation value of S² is 8.80. The multiplicity is 6. Its total charge is +1. The HOMO energy (spin up / spin down) is -8.7 / -10.4 eV.

Each line ends with the Mulliken charge.
Cartesian coordinates (Å):
Te1 17.327 18.800 13.202  0.21
C1 17.523 15.222 7.336  -2.01
C2 22.191 15.013 8.955  -1.99
H1 17.696 21.239 15.374  0.30
C3 18.787 16.059 14.672  -0.36
H2 16.716 15.406 6.589  0.42
C4 22.290 17.018 10.352  -1.68
H3 23.608 14.154 15.863  0.48
H4 13.654 15.937 16.526  0.17
C5 16.549 15.305 18.353  -1.30
C6 16.226 9.471 14.323  -0.39
C7 15.819 14.635 9.058  -1.21
H5 20.879 15.864 14.040  0.74
H6 15.165 9.148 12.433  0.39
H7 17.805 16.620 20.458  0.46
H8 10.412 14.647 11.850  0.31
C8 16.433 11.727 15.045  -0.46
C9 20.359 15.423 10.608  -0.43
H9 22.397 13.804 11.683  0.47
H10 16.309 13.680 9.292  0.34
C10 19.459 15.448 9.560  -0.03
C11 12.448 16.643 11.410  -1.59
H11 15.879 15.295 17.487  -0.04
H12 15.078 24.430 13.891  0.37
H13 15.129 14.496 8.206  0.45
H14 23.674 15.775 17.990  0.42
H15 16.288 17.987 19.148  0.47
C12 10.868 15.126 12.723  -0.94
H16 22.743 15.278 12.413  0.21
H17 22.572 17.789 15.843  0.36
C13 18.494 16.324 17.100  -0.11
N1 18.085 15.909 13.468  -0.17
C14 16.455 20.743 13.636  0.57
H18 15.943 15.323 19.242  0.47
C15 22.547 15.882 17.924  -1.93
H19 14.254 22.797 12.137  0.38
H20 15.529 17.067 8.021  0.42
H21 16.712 23.505 15.569  0.33
C16 16.903 21.559 14.663  -0.44
C17 11.935 16.044 12.696  0.78
C18 22.740 14.758 11.410  -1.66
H22 18.439 15.770 6.976  0.37
H23 17.697 18.593 18.320  0.46
H24 8.113 14.567 13.665  0.29
Se1 13.973 17.716 13.922  -0.08
H25 8.821 13.389 14.831  0.36
C19 12.480 16.389 13.917  0.60
H26 22.083 14.076 15.009  0.22
C20 15.522 13.525 13.740  0.89
C21 15.033 22.554 12.826  -0.61
H27 21.744 17.552 9.577  0.38
H28 19.360 16.967 19.650  0.44
Ir1 16.134 16.547 13.589  3.32
N2 15.551 14.707 13.844  -1.18
H29 16.874 12.402 15.727  0.60
C22 15.523 9.890 13.155  -0.57
H30 11.776 16.277 10.605  0.41
C23 18.075 15.683 9.762  -0.46
H31 16.059 17.383 9.676  0.21
H32 15.262 14.945 9.974  -0.01
H33 22.996 16.709 14.521  0.05
C24 16.398 17.061 8.706  -1.83
O1 16.643 16.594 15.595  -1.29
C25 16.923 17.890 18.268  -1.75
H34 23.313 17.019 10.003  0.51
C26 16.985 15.671 8.708  2.12
H35 19.884 15.330 8.557  0.29
C27 22.999 16.801 15.618  -1.29
O2 16.442 16.343 11.470  -0.94
H36 12.005 15.843 17.200  0.45
H37 10.417 14.806 16.089  0.31
C28 8.991 13.941 13.897  -1.44
H38 17.120 14.365 18.366  0.31
C29 17.960 16.353 15.818  0.22
C30 16.387 22.890 14.729  -0.40
H39 21.793 14.000 8.857  0.42
H40 12.433 17.764 11.456  0.35
C31 17.645 15.854 11.136  1.00
C32 12.628 16.317 16.444  -1.41
H41 22.195 17.440 11.341  0.27
H42 14.760 11.566 12.052  0.51
H43 12.618 17.388 16.639  0.33
C33 18.553 15.556 12.211  -0.95
H44 17.310 10.092 16.071  0.39
H45 16.434 8.390 14.480  0.35
H46 15.207 20.569 11.969  0.37
C34 16.706 10.367 15.200  -0.61
C35 15.261 11.220 12.952  -0.57
C36 15.734 12.134 13.907  0.18
H47 17.133 17.745 8.321  0.40
C37 15.482 21.247 12.751  -0.39
C38 20.712 15.969 16.177  -0.61
C39 18.439 16.346 19.638  -2.08
H48 23.819 14.731 11.111  0.43
C40 19.813 15.993 17.248  -0.13
C41 21.915 15.536 10.351  2.28
H49 24.038 16.737 15.974  0.47
C42 12.014 15.904 15.151  0.86
H50 22.038 15.185 18.610  0.38
H51 17.789 14.175 7.290  0.41
C43 19.847 15.170 11.863  -0.82
H52 20.184 15.780 18.287  0.08
H53 21.747 15.679 8.201  0.45
H54 20.462 14.740 12.623  1.43
C44 15.453 23.396 13.840  -0.56
H55 16.249 18.021 17.457  0.21
H56 22.270 16.894 18.307  0.36
H57 13.499 16.395 11.236  0.19
C45 22.543 14.284 15.978  -1.50
H58 23.250 14.986 8.643  0.38
C46 17.559 16.480 18.324  2.19
C47 10.260 14.747 13.924  0.68
C48 20.177 15.922 14.889  -0.47
H59 18.763 15.291 19.778  0.37
H60 22.215 13.561 16.707  0.37
C49 22.224 15.718 16.433  2.02
H61 9.104 13.207 13.097  0.38
C50 10.877 15.072 15.130  -1.20

***

2.
The following is a DFT calculation (ωB97M-V/def2-TZVPD) of a molecular structure, C28H30N2O6S in a non-equilibrium geometry.

Its gap between HOMO and LUMO is 0.254 Ha. The value obtained for the maximum force is 18.884 eV Å⁻¹. Its energy above the lowest of the compared OMol25 structures with the same formula, charge and spin is 572.4 kcal per mole. The HOMO energy is -8.4 eV.

Each line ends with the Mulliken charge.
Cartesian coordinates (Å):
C1 -3.759 -1.335 2.123  -0.38
C2 -2.633 -0.953 1.971  -0.97
C3 0.201 -0.163 -1.880  0.36
H1 -7.128 0.470 0.697  0.67
C4 1.200 -2.240 -0.818  -1.35
N1 2.947 0.896 -0.249  0.26
H2 2.030 -0.278 1.183  0.57
C5 -0.082 2.073 -0.839  -0.69
C6 0.200 1.396 -2.023  -2.68
C7 5.336 2.180 1.428  -0.82
H3 2.559 1.245 2.102  0.64
C8 -3.626 1.743 -0.387  1.31
C9 -5.075 -0.797 1.681  -0.90
C10 -3.458 -2.173 -1.742  -0.92
O1 3.299 0.517 -2.667  -0.81
C11 -6.087 2.014 -0.654  -1.05
H4 0.020 3.098 -1.101  0.46
S1 2.944 -0.321 -1.272  1.44
H5 -1.862 -0.374 -2.107  0.49
N2 -1.330 1.604 -0.287  0.03
H6 4.801 0.762 3.397  1.11
H7 -4.155 -2.914 -1.726  0.44
H8 -3.179 -1.882 -2.916  0.26
H9 1.497 -4.985 -0.678  0.31
C12 4.124 -0.163 1.801  -0.64
C13 5.281 1.740 0.142  -0.60
C14 -1.252 -2.184 -1.221  0.90
O2 -2.118 3.129 -1.752  -0.49
C15 -1.318 0.690 0.585  0.81
H10 4.668 2.748 1.997  0.35
H11 -3.748 -1.278 -1.352  0.23
H12 3.388 2.883 0.143  0.47
C16 1.253 -0.877 -1.388  -0.39
H13 3.869 2.299 -1.517  0.36
H14 4.624 -0.815 0.753  0.16
H15 5.676 0.967 -0.338  0.62
C17 0.781 -4.965 0.113  -0.84
O3 3.836 -1.319 -0.943  -0.75
H16 3.871 -0.812 2.530  0.83
H17 -4.930 3.199 -1.530  0.21
H18 5.884 2.911 -0.315  0.21
H19 2.092 -2.857 -0.426  0.23
C18 -3.743 0.875 0.691  0.27
C19 -2.497 0.140 1.133  0.46
C20 -2.500 2.396 -0.962  0.25
C21 2.751 0.491 1.349  -0.82
O4 -0.348 0.372 1.229  -0.67
O5 -2.356 -2.938 -1.377  -0.44
C22 3.759 2.013 -0.273  -0.97
O6 -0.435 -3.944 -0.375  -0.54
H20 1.163 -4.311 1.198  0.25
H21 -0.333 1.437 -2.733  1.20
H22 6.341 2.451 1.987  0.30
H23 -3.847 -2.258 3.178  0.04
H24 -6.000 -1.312 1.923  0.39
C23 -5.027 0.310 0.804  0.76
H25 1.177 1.575 -2.237  0.72
H26 -1.759 -1.200 2.281  1.27
C24 5.075 0.724 2.569  -1.92
H27 -6.958 2.385 -1.016  0.53
H28 0.357 -5.643 0.594  0.43
C25 -1.113 -0.942 -1.598  -0.13
C26 -0.139 -2.600 -0.743  0.84
C27 -6.341 0.932 0.368  -1.17
H29 6.063 0.086 2.460  0.30
C28 -4.731 2.265 -0.898  -0.86
H30 0.794 1.821 -0.069  0.05

***

3.
The following is a DFT calculation (ωB97M-V/def2-TZVPD) of 2 unconnected molecules or ions with the total composition C15H32BClF3N2O8S in a non-equilibrium geometry.

Its gap between HOMO and LUMO is 0.292 Ha. The value obtained for the maximum force is 1.572 eV Å⁻¹. Its total charge is -1. The HOMO energy is -5.5 eV.

Each line ends with the Mulliken charge.
Cartesian coordinates (Å):
H1 4.879 -0.331 4.659  0.36
C1 4.578 1.459 1.936  -0.95
C2 -4.891 -2.089 -2.834  -0.77
H2 -5.019 -3.152 -3.065  0.38
H3 -4.651 -1.533 -4.864  0.17
F1 3.852 -0.109 -0.812  -0.32
H4 -2.482 0.680 -3.824  0.18
H5 0.662 -0.374 1.985  0.24
F2 2.860 1.803 -0.615  -0.27
H6 4.920 1.295 2.951  0.36
H7 -5.509 -1.861 -1.960  0.38
H8 -4.781 1.600 -6.821  0.34
C3 6.574 -1.220 3.291  -1.48
H9 5.391 1.219 1.257  0.23
H10 2.319 1.837 3.167  0.40
C4 -5.516 0.996 -4.923  -0.69
H11 -5.585 2.025 -4.561  0.37
C5 -3.249 -1.156 -1.369  -0.68
H12 -1.306 0.940 -5.103  0.29
O1 5.769 3.883 3.006  -0.32
H13 -6.480 0.758 -5.387  0.39
N1 4.637 3.607 2.923  0.17
O2 3.218 -0.781 2.134  -0.69
H14 7.136 -1.693 4.091  0.40
H15 -4.296 -0.036 -6.426  0.35
O3 -3.516 -1.885 -2.564  -0.35
H16 6.629 -0.159 3.480  0.30
Cl1 -1.316 -2.448 2.118  -0.23
H17 1.572 2.191 1.645  0.19
C6 -2.329 0.623 -4.904  -0.51
H18 1.146 -0.039 3.619  0.29
H19 -6.342 -1.596 -4.330  0.38
C7 4.375 -1.540 1.985  -0.93
H20 7.083 -1.481 2.378  0.36
H21 -3.526 -0.102 -1.473  0.30
H22 5.029 -1.174 1.195  0.34
H23 -2.279 0.809 4.084  0.38
H24 -0.211 1.926 3.760  0.48
C8 -4.434 0.965 -6.000  -0.47
N2 -5.346 0.144 -3.750  -0.30
F3 1.754 -0.012 -0.342  -0.28
H25 -0.828 1.679 2.134  0.33
C9 0.833 0.426 2.693  0.01
H26 4.053 -2.534 1.677  0.41
H27 -4.479 0.395 -3.294  0.04
H28 -3.781 -1.587 -0.519  0.32
C10 -1.512 0.248 3.570  -0.92
S1 -2.331 -0.677 2.266  1.14
C11 1.939 1.374 2.258  -1.55
H29 -1.071 -0.483 4.227  0.50
O4 4.348 2.908 1.750  -0.15
C12 -0.450 1.185 3.013  -0.65
H30 -2.183 -1.210 -1.177  0.25
O5 -2.206 -0.027 1.020  -0.48
O6 4.458 -1.168 4.427  -0.61
C13 5.153 -1.745 3.341  0.33
C14 -5.333 -1.285 -4.040  -0.21
B1 3.232 0.586 1.572  1.03
O7 -3.659 -0.948 2.690  -0.64
C15 2.941 0.578 -0.049  0.75
H31 -2.447 -0.409 -5.242  0.26
H32 5.199 -2.806 3.543  0.43
O8 -3.195 1.511 -5.598  -0.42